(1)
79
Properties=species:S:1:pos:R:3:forces:R:3:lowdin_spin:R:1 method="wB97M-V/def2-TZVPD" spin_multiplicity=2 s_squared=0.757 charge=+2 homo_lumo_gap_ev="7.00 / 7.12" lumo_ha="-0.24486 / -0.24343"
Ti 0.24724 1.11886 0.48894 -0.10 -0.79 -0.25 0.975
N 0.03283 3.11610 -0.06695 0.14 -0.18 0.22 -0.001
N -1.96336 1.61589 0.84975 0.15 0.03 0.01 0.004
N 2.36205 1.76825 0.14860 -0.26 0.21 0.07 0.003
N -0.07024 -0.64262 -0.00810 0.22 0.16 0.52 -0.040
C -1.74168 -2.33262 -0.76829 -0.02 0.02 0.00 -0.001
C 0.87124 -0.36187 2.23619 -0.05 0.04 0.15 0.006
C -2.31354 2.69815 0.11325 0.33 0.32 -0.12 0.004
C -3.59713 2.95466 -0.30627 -0.09 -0.10 0.09 0.000
C -2.99623 -1.82328 -2.87477 -0.03 0.02 -0.01 0.000
C -1.34608 5.00751 -0.35177 -0.08 -0.17 -0.06 0.000
C 0.56216 -1.20878 1.14234 -0.17 -0.15 -0.49 0.008
C 2.44153 3.12384 0.15972 -0.72 0.50 -0.18 0.004
C 1.14643 3.86396 -0.06614 0.45 -0.03 -0.03 0.001
C 1.91358 0.15698 4.45945 0.01 -0.01 0.01 0.001
C -0.64134 -1.34650 -1.17431 0.11 0.11 0.20 -0.004
C 1.05784 5.23345 -0.25141 -0.22 -0.06 -0.05 0.000
C -1.91090 -0.82607 -3.29255 0.00 -0.01 0.05 0.000
C -1.28776 -3.65354 -2.84235 0.02 -0.07 0.02 0.000
C 4.72639 1.69966 0.40926 -0.14 -0.19 -0.04 -0.001
C -4.26369 1.00468 0.88782 0.08 -0.16 0.13 0.000
C -0.20754 -2.65439 -3.26768 -0.01 0.04 0.03 0.000
C -4.59589 2.06507 0.08064 -0.04 0.10 -0.11 0.004
C -1.27826 -0.23870 -2.02579 0.02 0.06 -0.10 0.000
C -2.93765 0.79501 1.27814 -0.05 0.07 -0.15 0.003
C 4.78862 3.06842 0.49516 -0.14 0.24 -0.01 0.006
C -0.20485 5.79125 -0.41683 0.16 0.13 0.01 0.001
C 0.43709 -2.03879 -2.01881 0.03 -0.01 -0.02 -0.001
C -2.37157 -2.93760 -2.03053 0.01 0.04 0.01 0.000
C 1.71628 -2.98820 2.32968 -0.06 -0.07 -0.13 0.009
C -2.61827 -0.30898 2.22930 0.09 -0.05 0.09 0.001
C -1.19403 3.64436 -0.15835 -0.10 0.21 0.05 0.002
C 3.45583 -0.43114 0.10819 0.03 -0.04 0.04 0.001
C 1.62001 -0.78982 3.33015 0.06 -0.09 -0.07 0.007
C 2.13144 -4.43111 2.37457 0.03 0.03 0.04 0.002
C 3.49469 1.05511 0.23157 0.24 0.18 0.00 0.007
C 2.04383 -2.11104 3.35769 0.02 0.09 0.05 0.000
C 0.99690 -2.52645 1.22713 0.09 -0.02 0.10 -0.005
C 3.61360 3.81153 0.35336 0.37 -0.32 -0.03 -0.001
C -0.83473 -1.54245 -4.11125 0.00 0.03 -0.05 0.000
H -2.04410 0.27435 -1.43414 -0.03 -0.01 -0.01 0.000
H -0.50756 0.50034 -2.30745 0.01 -0.04 0.04 0.000
H 0.95661 -2.80971 -1.44757 -0.05 -0.01 -0.07 0.000
H 0.77880 -3.21550 0.42689 -0.03 0.00 0.03 0.000
H -5.62054 2.21306 -0.23333 0.01 0.03 -0.02 0.000
H 3.64234 4.88912 0.38369 -0.01 0.00 0.00 0.000
H -3.47541 -2.24545 -3.76053 0.03 -0.02 -0.01 0.000
H 5.62117 1.09568 0.47045 0.01 0.02 0.00 0.000
H 2.51982 -0.32477 5.22278 0.00 0.01 0.00 0.000
H 0.56609 -3.16456 -3.84397 -0.01 -0.01 -0.01 0.000
H 2.73277 -4.65081 3.25383 0.00 0.02 0.01 0.000
H -5.01976 0.31398 1.23517 -0.01 0.02 0.00 0.000
H -2.49780 -1.79967 -0.18178 -0.01 0.00 -0.03 0.000
H 2.58915 -0.76782 -0.45141 -0.05 0.02 -0.05 0.000
H -0.29630 6.85959 -0.56344 -0.01 -0.01 -0.01 0.000
H 2.61316 -2.46656 4.20732 0.00 -0.01 -0.01 0.000
H 3.43532 -0.89957 1.09525 0.00 -0.01 0.00 0.000
H -3.34031 -1.11896 2.15010 -0.04 0.03 -0.01 0.000
H -3.78029 -1.31074 -2.30719 0.01 -0.01 0.02 0.000
H -2.67269 0.08006 3.24976 0.00 -0.01 0.01 0.000
H -0.84435 -4.45793 -2.24728 0.00 0.00 -0.01 0.000
H 1.93580 5.85949 -0.27187 -0.01 0.01 -0.01 0.000
H -1.62528 -0.71931 2.07968 -0.04 0.01 -0.01 0.001
H 5.73389 3.57257 0.64466 0.01 -0.02 0.01 0.000
H -1.34424 -3.12437 -0.13176 0.04 -0.03 0.01 0.000
H -0.06774 -0.83111 -4.43314 0.01 -0.01 0.02 0.000
H -3.82333 3.81442 -0.91981 0.02 0.00 0.00 0.000
H 1.25317 -5.07771 2.39481 0.00 -0.01 -0.01 0.001
H 4.35342 -0.77402 -0.40464 0.00 -0.02 0.03 0.000
H -1.72997 -4.12044 -3.72484 -0.01 0.01 -0.01 0.000
H 2.71296 -4.69135 1.48946 -0.01 -0.02 -0.01 0.000
H -3.14322 -3.64900 -1.73140 0.01 -0.01 0.00 0.000
H 0.99194 0.49920 4.93384 0.00 0.00 0.00 0.000
H 0.42304 0.63405 2.41390 -0.19 -0.06 0.17 0.002
H -2.35187 -0.01697 -3.87861 0.00 -0.01 -0.01 0.000
H -2.32798 5.45325 -0.41344 0.01 0.01 0.00 0.000
H 2.45480 1.03709 4.10637 0.00 0.00 0.00 0.000
H -1.27567 -1.96115 -5.01832 -0.02 -0.02 0.01 0.000
H 1.18933 -1.29764 -2.31076 -0.01 0.03 -0.02 0.000

(2)
106
Properties=species:S:1:pos:R:3:forces:R:3:mulliken_charge:R:1 method="wB97M-V/def2-TZVPD" charge=-2 homo_lumo_gap_ev=5.04 lumo_ha=0.12817
Cs -0.25794 0.21147 -0.32835 0.18 0.32 0.80 1.130
Te -1.63277 2.24440 -4.46186 0.10 0.18 -0.10 -0.462
S -0.40075 -0.32259 3.00862 -0.09 0.05 0.17 -0.030
P -2.35359 0.16471 -3.64288 -0.11 -0.28 0.46 -0.512
P 2.71947 0.26336 -2.87053 -0.27 -0.08 0.16 0.855
O -1.66898 -1.07746 -4.43702 0.02 -0.13 0.00 0.057
O 1.51899 -0.52244 -2.45224 0.40 -0.07 -0.36 -0.501
O -3.91645 0.03455 -4.08413 0.08 0.00 0.02 -0.293
O -2.18730 -0.18208 -2.19784 -0.45 0.00 -0.95 -0.063
N -1.23615 -3.54494 1.62480 -0.03 -0.07 -0.01 0.101
N 1.42409 -2.60114 0.55737 -0.09 -0.11 -0.03 0.620
N -3.24201 0.26479 1.99952 -0.04 0.02 -0.05 0.464
N -2.13098 3.49805 1.42405 0.11 0.02 0.01 0.246
N -0.74775 -2.84598 -1.24914 -0.02 0.02 0.09 0.838
C 3.32094 -0.22708 -4.50720 -0.03 0.04 -0.06 -1.345
C 2.27390 3.05896 1.16948 -0.01 0.05 0.02 -0.399
C 4.12577 0.04159 -1.78009 0.12 -0.06 -0.07 -0.740
C 0.29900 -3.82848 -1.31805 0.07 0.08 -0.08 -1.308
C 5.65990 0.62676 2.97747 0.01 0.00 0.04 -0.592
C -2.05586 -3.23182 -0.78638 -0.05 0.07 -0.08 0.335
C -5.45725 0.85736 3.56421 -0.04 0.01 -0.16 -0.875
C 4.63524 1.50450 2.60552 -0.08 0.01 -0.05 0.804
C 3.67071 1.05990 1.56994 -0.01 0.00 0.01 -0.659
C -1.76304 0.04105 5.32925 0.04 -0.01 0.18 -0.596
C 2.42315 2.03336 -2.94645 -0.03 0.02 0.04 -0.472
C -2.07261 -4.00790 0.54281 0.02 0.05 0.05 -1.442
C -3.11740 0.28351 3.35397 0.17 -0.04 -0.07 -1.451
C 6.61675 0.97127 3.91921 0.00 -0.01 -0.01 -0.600
C 1.28954 3.37330 2.14281 -0.01 0.03 -0.04 -0.656
C -4.39746 0.53876 1.44578 -0.02 0.01 -0.02 0.272
C -4.22305 0.57555 4.18668 -0.15 0.04 0.31 1.168
C -5.55305 0.84493 2.20530 0.05 -0.01 0.14 -0.817
C -3.24401 3.82560 1.40497 -0.02 0.00 -0.01 -0.389
C 2.34312 5.43311 0.60674 -0.04 0.08 0.04 -0.647
C -4.09452 0.59063 5.60053 0.03 -0.01 -0.16 -0.860
C -2.87032 0.32253 6.14559 0.03 -0.01 -0.03 -0.543
C -4.65408 -1.08215 -3.57571 0.04 0.03 0.02 0.552
C 1.27800 -3.34780 1.78516 0.08 0.06 0.05 -0.930
C -4.46576 0.55777 -0.05304 0.00 0.00 -0.09 -0.154
C -0.06368 -0.99866 -6.21310 0.07 0.00 -0.05 -0.937
C 5.56546 3.10361 4.17286 0.00 0.03 0.02 -0.916
C 1.61397 -3.32919 -0.67541 0.00 0.13 -0.04 -0.078
C 0.02213 -4.21768 1.86984 -0.04 0.04 -0.01 -0.716
C 4.60921 2.75831 3.23174 0.01 -0.04 -0.03 0.056
C 1.41500 5.73565 1.60093 0.03 -0.03 -0.03 -0.531
C -5.14048 -1.93330 -4.72934 -0.01 -0.03 0.00 -1.359
C 6.57781 2.21875 4.52546 0.02 0.02 0.03 -0.360
C 2.69054 1.72092 0.94348 0.14 -0.24 -0.08 0.160
C -1.52891 -1.08393 -5.85305 -0.09 0.08 0.02 -0.587
C 0.89958 4.68482 2.35696 -0.09 0.01 0.02 -0.170
C -1.82099 0.01015 3.94357 0.01 -0.03 -0.11 0.625
C 2.75874 4.13464 0.38632 0.02 -0.04 0.01 -0.077
H -6.31802 1.09144 4.18290 0.01 0.00 0.01 0.328
H -4.95760 0.81836 6.21587 -0.02 0.00 -0.02 0.305
H -2.62039 -3.85590 -1.51173 -0.01 0.02 0.02 0.214
H 4.25896 0.27423 -4.75087 0.00 0.00 -0.01 0.415
H -2.62659 -2.30589 -0.66934 -0.01 -0.03 0.02 -0.354
H 0.49614 -1.80074 -5.72950 -0.01 -0.01 0.01 0.297
H -1.97741 -2.01304 -6.21940 0.02 0.00 0.01 0.220
H -5.73532 -1.33749 -5.42330 0.00 0.01 0.01 0.317
H -5.49890 0.55695 -0.40633 -0.01 -0.01 0.01 0.363
H -0.80184 -0.16070 5.78609 -0.01 0.01 0.01 0.380
H -4.29247 -2.35011 -5.27431 0.00 0.00 0.00 0.241
H -6.48410 1.07457 1.70251 0.00 0.00 -0.02 0.401
H 0.53961 -4.12370 -2.35284 -0.02 0.00 0.02 0.443
H -2.74345 0.33045 7.22357 0.02 0.00 0.00 0.320
H 0.17008 4.89290 3.13370 -0.01 0.00 -0.01 0.458
H -3.12622 -4.02699 0.85683 0.01 0.00 0.00 0.329
H 2.29506 -4.19546 -0.56346 -0.01 0.00 0.02 0.258
H -3.93497 -0.28916 -0.48436 0.02 0.01 0.01 -0.290
H 4.36418 -1.02211 -1.71465 0.02 0.02 -0.01 0.400
H -2.07751 -0.24334 -6.28841 0.01 -0.01 -0.01 0.474
H 7.32003 2.49573 5.26518 0.00 0.00 0.00 0.359
H -5.49026 -0.67899 -2.99980 -0.02 -0.02 -0.02 0.292
H 3.47175 -1.30753 -4.50902 0.02 0.01 0.02 0.322
H 2.07739 -1.84005 0.66435 0.04 0.00 0.00 -0.133
H 3.49107 3.92589 -0.38694 0.00 -0.01 0.02 0.390
H -1.18058 -2.53670 1.74200 0.01 0.00 0.00 0.015
H 0.11311 -5.06440 1.18204 0.02 -0.02 0.00 0.313
H 0.07105 -1.06849 -7.29598 0.00 -0.01 0.00 0.409
H 0.88515 2.56565 2.74782 0.02 -0.01 0.01 0.643
H 3.28236 2.56377 -3.36181 -0.02 0.01 -0.02 0.417
H 3.82998 3.46367 2.98168 0.00 0.00 0.00 0.417
H 2.13782 -4.02245 1.97479 -0.01 0.01 0.00 0.328
H 0.32988 -0.04155 -5.86990 -0.02 0.00 0.00 0.032
H 1.23993 -2.61952 2.59782 0.00 -0.01 0.01 0.349
H 7.39327 0.26116 4.18288 0.00 0.00 0.00 0.337
H 2.57050 0.01625 -5.25836 -0.01 0.02 0.00 0.251
H 2.06704 -2.63608 -1.38629 0.01 -0.02 0.01 -0.260
H 5.51453 4.07976 4.64252 0.01 0.00 0.00 0.378
H -1.81377 -5.05592 0.35959 0.01 0.00 -0.01 0.507
H 5.69398 -0.35234 2.51053 -0.01 0.00 0.00 0.337
H -0.78142 -2.18793 -2.01441 0.00 -0.08 -0.12 -0.229
H 3.86396 0.01285 1.30185 -0.01 0.01 -0.03 -0.271
H 3.84899 0.42219 -0.79564 -0.06 0.04 0.04 -0.338
H 0.04133 -4.65997 2.87865 -0.01 0.02 0.00 0.361
H 2.23735 2.39538 -1.93082 0.03 -0.07 0.01 -0.128
H -5.75479 -2.75803 -4.36002 0.00 0.00 0.00 0.389
H 1.52892 2.21347 -3.54841 0.03 0.00 -0.03 0.112
H 1.08749 6.75381 1.76809 0.00 0.00 0.00 0.373
H 2.75151 6.22847 -0.00910 -0.01 0.01 0.01 0.344
H 4.99569 0.59592 -2.13911 0.01 -0.03 -0.01 0.428
H -1.15091 3.26450 1.47421 -0.04 -0.01 0.06 0.216
H -0.04083 -4.73686 -0.82335 0.01 -0.04 0.03 0.374
H -4.03386 -1.66403 -2.89003 -0.02 0.00 0.00 -0.249
H -3.98077 1.45409 -0.44712 0.01 0.00 0.02 0.172

(3)
77
Properties=species:S:1:pos:R:3:forces:R:3:lowdin_spin:R:1 method="wB97M-V/def2-TZVPD" spin_multiplicity=7 s_squared=12.375 charge=+1 homo_lumo_gap_ev="8.05 / 8.65" lumo_ha="-0.13882 / -0.11153"
Tb -0.44738 1.36465 -0.17660 -0.37 -1.12 0.59 6.317
Si 2.43679 2.90005 1.20455 0.73 0.36 0.87 -0.030
Si -3.22428 -1.69442 0.44254 -1.87 -0.54 1.07 0.001
O -0.23173 1.98086 3.80315 -0.86 0.19 -0.60 -0.002
O -0.49591 0.78647 1.93050 -0.51 0.78 -0.12 -0.010
O 0.32143 -3.80564 -0.72402 1.31 -0.23 -0.36 0.000
O 1.06635 0.52023 -1.58118 0.18 -0.83 -1.59 0.001
N -2.04239 2.75405 0.85375 -0.71 1.12 0.37 -0.001
C 1.30164 -3.89572 0.34685 -0.38 -0.54 -0.32 0.000
C -1.80271 2.76629 2.20023 -0.27 1.22 -1.47 0.002
C -2.99420 4.85523 2.39188 -0.14 -0.38 -0.44 0.001
C 2.42010 0.01778 -1.56288 0.80 -0.28 0.70 0.001
C -3.91073 0.03774 1.01166 0.25 1.05 0.15 0.001
C 4.10642 3.30560 0.43648 -0.01 0.12 -0.41 -0.008
C -3.53070 -2.72037 1.98243 0.33 -0.19 0.23 0.000
C -0.78828 1.78741 2.73544 1.03 -1.23 0.66 0.002
C 2.72653 -3.88847 -0.15322 0.44 0.03 -0.09 0.000
C 1.21498 -5.69941 -2.07511 -0.02 -0.05 -0.21 0.000
C -1.46076 -2.03820 -0.10128 -0.94 -1.33 1.32 0.004
C -2.24815 3.82042 2.96910 -0.15 0.42 0.05 0.000
C 0.34630 0.38725 -2.83782 0.53 -0.51 0.19 0.005
C 0.02032 -4.85478 -1.67359 -0.11 -0.35 0.51 0.000
C -3.24010 4.83648 1.00708 0.32 -0.38 0.01 0.000
C 0.75672 1.45242 -3.81484 0.04 0.20 -0.09 0.001
C -2.71555 3.77745 0.25520 0.20 -0.49 1.27 0.002
C 2.60770 1.21462 2.01082 0.02 -0.22 0.22 -0.003
C 2.02893 4.18649 2.50153 -0.10 0.31 0.48 -0.006
C -4.52265 -2.24500 -0.81052 0.07 -0.16 -0.63 0.000
C 2.87620 -0.94906 -2.64084 -0.03 0.00 -0.18 0.000
C 1.06567 3.05073 -0.03922 -0.52 1.24 -0.26 -0.264
H -4.78075 -1.46405 -1.54021 0.04 -0.11 0.14 0.000
H 4.00662 4.09717 -0.31843 0.08 -0.12 0.11 0.000
H -1.92543 3.83016 3.99897 -0.20 0.08 0.17 0.000
H -3.62907 -2.11438 2.89090 -0.04 -0.11 -0.16 0.000
H 3.93913 -1.19944 -2.41855 -0.79 0.10 -0.10 0.000
H 1.96480 -5.03946 -2.56122 -0.36 -0.65 0.19 0.000
H 0.86615 -6.46080 -2.79969 0.31 0.32 0.39 0.000
H -3.43245 0.45894 1.92926 -0.14 -0.58 -0.53 0.000
H -3.79441 5.62430 0.49385 0.18 -0.21 0.31 0.000
H 1.82225 1.36538 -4.03809 -0.09 0.06 0.06 0.000
H 1.43540 3.25828 -1.05307 -0.12 -0.14 0.04 -0.011
H -5.46134 -2.55231 -0.31802 0.41 0.23 -0.04 0.000
H 1.15954 -3.02467 1.01145 -0.36 -0.23 -0.51 0.000
H -4.99959 -0.03699 1.27933 0.91 -0.44 -0.34 0.000
H 3.10488 0.85742 -1.47558 -0.08 0.34 -0.31 0.000
H 2.91782 -4.69832 -0.85035 0.15 0.11 0.26 0.000
H 2.48758 -0.48229 -0.60749 0.04 -0.27 0.28 0.000
H 2.27359 -1.87774 -2.63600 0.39 0.42 -0.09 0.000
H -0.39097 -4.35883 -2.56729 0.18 0.10 0.40 0.000
H -2.64754 -3.35200 2.11275 -0.13 -0.16 0.19 0.000
H -0.85626 -1.61063 0.67297 0.77 0.75 0.43 0.001
H 2.97650 -2.95889 -0.67913 -0.13 -0.08 0.22 0.000
H 1.93092 1.12921 2.87705 0.23 -0.08 -0.38 0.000
H 1.66164 -6.19542 -1.18964 -0.26 0.11 -0.69 0.000
H 1.35804 3.77699 3.28385 0.36 0.21 -0.37 0.000
H 0.56120 -0.61585 -3.19958 -0.26 0.01 -0.19 0.000
H -0.94559 -3.12219 -0.21873 -1.98 2.35 0.14 0.000
H -0.80784 -5.48137 -1.27550 0.54 0.23 0.00 0.000
H 4.82932 3.66563 1.18428 -0.28 -0.21 -0.12 -0.001
H 1.50725 5.03365 2.02217 0.25 -0.20 0.22 0.000
H -4.18007 -3.11033 -1.39807 -0.07 0.13 0.15 0.000
H 4.54407 2.42607 -0.05601 -0.02 0.18 0.07 0.000
H -0.72961 0.38498 -2.59257 0.10 0.16 -0.10 0.003
H 3.41228 -4.00798 0.69032 -0.05 0.12 -0.04 0.000
H 1.08889 -4.77752 0.96370 0.10 -0.03 -0.15 0.000
H 2.39586 0.38376 1.31828 0.09 0.13 0.30 0.000
H -1.40444 -1.54085 -1.01843 0.89 0.90 -1.88 0.001
H -2.82152 3.72712 -0.83829 -0.03 0.03 0.56 0.000
H -3.38693 5.66392 3.01164 0.22 -0.22 -0.23 0.000
H 2.85760 -0.47650 -3.63371 0.03 -0.36 0.22 0.000
H -4.40652 -3.37424 1.89438 0.15 0.17 0.03 0.000
H 2.93871 4.58509 2.99486 -0.49 -0.24 -0.20 -0.001
H 0.58203 2.44666 -3.39299 -0.04 -0.04 -0.21 0.000
H 3.64849 1.09679 2.36946 -0.44 0.03 -0.18 0.000
H -3.88679 0.89886 0.30538 0.05 -0.60 0.05 0.000
H 0.22341 1.33687 -4.76006 -0.08 0.11 0.10 0.000
H 0.35258 3.87466 0.23980 0.67 -0.51 -0.17 -0.007

Number 1: total energy -2425.2517 Eh. Number 2: total energy -3424.3511 Eh. Number 3: total energy -2625.3494 Eh.